[1]
The following is a DFT calculation (the ωB97M-V functional and the def2-TZVPD basis) of one molecule with the formula C16H26N6O5S.

Structure (XYZ):
```
54
Properties=species:S:1:pos:R:3
C 1.23475 -3.29901 -4.65990
S 1.92359 -1.63793 -4.76605
C 3.31421 -1.66357 -3.58748
C 3.40028 -0.35246 -2.79903
O 4.46715 0.02001 -2.33676
N 2.24650 0.31440 -2.58849
C 2.19829 1.44703 -1.68844
C 2.07785 1.02271 -0.24078
O 0.84511 0.34776 -0.07674
C 0.68367 -0.17459 1.22742
C -0.66909 -0.84638 1.31723
N -1.77744 0.08306 1.13524
C -2.32678 0.19822 -0.20512
C -2.16066 0.80823 2.21077
O -1.61089 0.70982 3.29457
C -3.31605 1.78957 2.00416
N -3.79827 2.32395 3.25358
C -3.14323 2.93988 4.25262
N -3.98863 3.28891 5.19368
C -5.18137 2.84295 4.71103
C -6.46906 3.01043 5.45615
N -6.30044 3.62310 6.65223
O -7.53477 2.62980 5.02343
N -5.11199 2.25538 3.53850
C 3.42762 -2.82355 -2.55050
C 4.94521 -2.86440 -2.82993
O 5.57122 -4.12164 -2.89782
C 4.70170 -2.07911 -4.12967
H 0.41165 -3.31334 -5.37272
H 1.95368 -4.06167 -4.95653
H 0.84255 -3.51531 -3.66889
H 1.39502 -0.07803 -2.95482
H 3.11126 2.02774 -1.81540
H 1.34746 2.07141 -1.96294
H 2.91262 0.36117 0.02030
H 2.12048 1.90244 0.41397
H 1.47094 -0.90849 1.44437
H 0.75087 0.62573 1.97286
H -0.75000 -1.61357 0.54543
H -0.76456 -1.31921 2.29362
H -3.10247 0.95511 -0.25262
H -1.53705 0.46955 -0.90502
H -2.76250 -0.75353 -0.51709
H -2.99016 2.59934 1.34687
H -4.17409 1.30592 1.54341
H -2.07712 3.08506 4.25275
H -5.38225 3.90321 6.95044
H -7.10539 3.77349 7.23292
H 3.08207 -2.62115 -1.53690
H 2.96108 -3.73886 -2.91332
H 5.50418 -2.27476 -2.11020
H 5.16262 -4.63562 -3.60231
H 4.57683 -2.75807 -4.97666
H 5.39381 -1.28116 -4.38544
```

Results
**Total energy**: -47027.577 eV
**Kohn-Sham gap**: 9.33 eV
**Net charge**: 0
**HOMO level**: -9.14 eV
**SMILES**: CS[C@]1(C(=O)NCCOCCN(C)C(=O)Cn2cnc(C(N)=O)n2)C[C@H](O)C1
**Energy above the lowest of the compared OMol25 structures with the same formula, charge and spin**: 43.1 kcal/mol
**E_LUMO**: 0.190 eV

=====

[2]
The following is a DFT calculation (the ωB97M-V functional and the def2-TZVPD basis) of C16H27BiN3S4 as an isolated structure at a distorted geometry.

Structure (XYZ):
```
51
Properties=species:S:1:pos:R:3
Bi -0.54839 0.80326 0.07379
S 0.21242 -1.88985 -0.82278
S 1.67968 1.67722 1.75671
C 1.45945 -2.79093 0.11865
C 1.27075 -1.50261 -2.26691
C 2.45886 -0.64424 -1.92425
N 2.08828 0.71676 -1.51883
C 3.11630 1.33939 -0.66978
C 2.59996 2.35238 0.31735
H 0.66703 -1.06065 -3.06845
H 1.57160 -2.50063 -2.59600
H 3.15898 -0.66364 -2.76472
H 2.98236 -1.08135 -1.08487
H 3.88436 1.82682 -1.27850
H 3.60789 0.53816 -0.12572
H 1.93015 3.09169 -0.14162
H 3.45487 2.86012 0.78165
C 2.91780 0.51313 2.41423
H 1.99453 1.28414 -2.35713
H 3.05175 -0.36488 1.77827
H 2.60612 0.16917 3.40553
H 3.86289 1.04435 2.53790
H 0.93040 -3.35145 0.88973
H 2.25123 -2.19556 0.58359
H 1.87923 -3.48674 -0.61449
C -1.20184 3.14252 -1.31846
C -2.09767 2.56591 -0.38653
H -1.29875 2.95850 -2.39983
H -0.62351 4.01991 -0.99954
H -2.95753 1.98771 -0.75454
H -2.19715 2.96151 0.64239
C -1.91055 0.10968 -2.98901
C -2.87542 -0.22948 -1.93802
N -2.48641 -0.37534 -0.67925
C -3.45769 -0.85670 0.19384
C -4.64250 -1.08428 -0.48293
S -4.55508 -0.48515 -2.12575
C -2.95379 -1.04636 1.52437
C -3.54921 -1.54779 2.65601
S -2.43976 -1.54855 3.99080
C -1.18533 -0.90273 2.97368
N -1.62485 -0.63243 1.75018
C 0.22455 -0.72505 3.40423
H -1.95952 -0.64140 -3.78627
H -2.09099 1.11983 -3.37817
H -0.88344 0.05912 -2.60098
H -5.53267 -1.51996 -0.04751
H -4.55270 -1.94984 2.67859
H 0.30755 -1.13954 4.41392
H 0.93674 -1.25749 2.74987
H 0.51901 0.33335 3.48555
```

Results
**Total energy**: -70652.686 eV
**Kohn-Sham gap**: 6.13 eV
**Net charge**: +3
**HOMO level**: -17.58 eV
**E_LUMO**: -11.441 eV

=====

[3]
The following is a DFT calculation (the ωB97M-V functional and the def2-TZVPD basis) of C16H27GaNO10 as an isolated structure at a distorted geometry.

Structure (XYZ):
```
55
Properties=species:S:1:pos:R:3
C 1.08796 0.50507 0.24764
C 1.88270 -0.80440 -0.25560
C 0.88194 -2.00883 -0.67353
C 0.13992 -1.68555 -2.05176
O -1.09124 -2.40294 -2.26492
Ga -2.53037 -1.67818 -1.29506
O -2.19133 -1.33383 0.52740
C -3.36901 0.02182 -2.09362
C -4.98998 -0.08463 -1.53754
C -5.18552 0.35773 0.06733
O -5.64426 1.23575 -1.19315
O -3.92580 -3.02018 -1.33474
C -4.21547 -3.45376 -0.04675
N -4.66361 -3.66660 1.05266
H 1.80664 1.35449 0.51590
H 0.39994 0.88167 -0.59246
H 0.44345 0.27943 1.16553
H 2.56468 -0.49034 -1.11592
H 2.53305 -1.20097 0.62715
H 0.19513 -2.19701 0.21610
H 1.53878 -2.94004 -0.80620
H 0.85666 -2.02380 -2.89671
H -0.00113 -0.54863 -2.23069
H -2.12232 -0.36130 0.68181
H -2.99315 0.99678 -1.63960
H -3.48504 0.03017 -3.22634
H -5.65913 -0.98713 -1.94771
H -6.25829 0.42063 0.46959
H -4.31147 0.84858 0.61910
C 1.95485 -2.94628 5.70387
C 1.68565 -1.97405 4.57585
C 1.58152 -2.62791 3.22981
O 1.98720 -1.58467 2.34929
C 2.82810 -0.78340 3.06568
O 3.51623 0.07258 2.59039
O 2.78650 -1.08839 4.39449
H 2.06134 -2.40960 6.65009
H 1.14431 -3.67174 5.80164
H 2.89366 -3.48390 5.54271
H 0.79900 -1.37117 4.80004
H 0.56528 -2.95366 3.00179
H 2.26477 -3.47407 3.10087
C 0.28207 4.79470 -3.00761
C 1.32910 4.01408 -2.24305
C 2.71736 4.56685 -2.38706
O 3.52555 3.41263 -2.19471
C 2.77524 2.34409 -2.59080
O 3.20338 1.24123 -2.75736
O 1.47304 2.70093 -2.77536
H -0.69742 4.32259 -2.89877
H 0.21679 5.82445 -2.64876
H 0.50558 4.80641 -4.07828
H 1.03902 3.92335 -1.19049
H 2.94401 5.32834 -1.63897
H 2.92419 4.97261 -3.38323
```

Results
**Total energy**: -91369.936 eV
**Kohn-Sham gap**: 7.99 eV
**Net charge**: -1
**HOMO level**: -5.65 eV
**E_LUMO**: 2.343 eV

=====

[4]
The following is a DFT calculation (the ωB97M-V functional and the def2-TZVPD basis) of a 2-piece molecular cluster, C16H27N2O2 overall at a distorted geometry.

Structure (XYZ):
```
47
Properties=species:S:1:pos:R:3
C -2.41275 2.26072 4.71019
C -2.31903 1.33677 3.50713
O -1.24020 1.76834 2.69145
C -0.77957 0.78375 1.76553
C 0.48889 1.33937 1.11871
C 0.31250 1.87361 -0.30365
C 1.66653 2.26970 -0.87547
C -0.62082 3.09014 -0.39110
N -0.20221 0.72163 -1.12346
O 0.72051 -0.01906 -1.60310
C -1.42291 -0.03164 -0.62998
C -1.09769 -1.51577 -0.55949
C -2.55678 0.20113 -1.63091
C -1.88265 0.46914 0.74786
H -3.44853 2.41896 5.01071
H -1.85550 1.87554 5.56340
H -1.98696 3.22692 4.44060
H -3.25438 1.35583 2.93560
H -2.13717 0.29865 3.81825
H -0.53307 -0.11422 2.34854
H 0.88304 2.12836 1.76228
H 1.25105 0.55769 1.07037
H 2.45041 1.57552 -0.58025
H 1.62820 2.31024 -1.96341
H 1.92842 3.26140 -0.50502
H -0.05863 3.99463 -0.16029
H -1.02503 3.17887 -1.40062
H -1.45367 3.04754 0.29931
H -0.30517 -1.73490 0.15739
H -0.80308 -1.89611 -1.53292
H -2.00517 -2.04079 -0.25419
H -2.43472 -0.42867 -2.51310
H -3.52269 -0.01091 -1.16717
H -2.56836 1.24268 -1.95111
H -2.55453 -0.29874 1.13734
H -2.49026 1.36414 0.63348
N 4.43106 -3.48017 -1.17687
C 4.44307 -4.43232 -2.10673
C 3.43614 -4.59949 -3.04604
C 2.35571 -3.73188 -3.01745
C 2.32570 -2.73393 -2.05617
C 3.38681 -2.65449 -1.16536
H 5.30232 -5.09440 -2.09943
H 3.50266 -5.39170 -3.77966
H 1.55028 -3.83015 -3.73458
H 1.50898 -2.02917 -1.98791
H 3.39925 -1.88278 -0.40272
```

Results
**Total energy**: -24102.975 eV
**Kohn-Sham gap (alpha / beta)**: 8.93 / 9.88 eV
**Net charge**: 0
**HOMO level (alpha / beta)**: -8.26 / -9.39 eV
**2S+1**: 2
**E_LUMO (alpha / beta)**: 0.674 / 0.493 eV
**Expectation value of S²**: 0.75

=====

> Which of these has the highest net charge?

C16H27BiN3S4

=====

> The highest total energy belongs to which entry?

C16H27N2O2

=====

> What is the formula in the second record?

C16H27BiN3S4

=====

> What is the net charge in the third record?

-1